210
Properties=species:S:1:pos:R:3:forces:R:3 method="wB97M-V/def2-TZVPD" charge=0 de_lowest_kcal_mol=34.2 homo_energy_ev=-8.30
C 1.75572 2.89329 1.18008 -0.003 0.519 -0.717
C 2.57043 3.37447 2.36078 1.482 0.183 0.779
C 3.82194 4.08303 1.81573 0.487 -0.173 0.605
C 1.77428 4.41474 3.16452 -0.158 1.190 -0.710
C 0.78564 3.77018 4.08609 -2.302 0.023 -0.347
C 1.41571 2.81068 5.06466 0.750 -1.318 -1.381
C 2.23091 1.64970 4.32908 -1.772 2.834 -0.625
C 3.07610 0.96032 5.31144 2.141 -1.703 -1.441
C 1.29120 0.65245 3.65950 0.639 -0.808 -0.115
N 3.10924 2.39190 3.36493 -0.755 -0.593 0.020
O 3.89483 1.37407 2.69007 0.593 1.156 0.161
H 1.59855 3.73003 0.47625 0.062 -0.025 0.429
H 2.18664 2.13720 0.53476 0.302 -0.482 0.339
H 0.78815 2.60321 1.50291 -1.011 -0.582 0.118
H 3.52373 4.93972 1.20610 0.171 0.092 0.248
H 4.47041 4.35664 2.68441 -0.527 0.200 -0.739
H 4.42215 3.42628 1.18195 -0.177 0.029 -0.044
H 2.40403 5.11349 3.75420 0.086 -0.498 -0.524
H 1.27136 5.01020 2.34810 0.267 -0.222 1.081
H 0.15268 4.44988 4.70217 0.680 0.198 -0.609
H -0.00961 3.31609 3.40529 0.898 -0.141 1.038
H 0.62356 2.36449 5.63615 -0.277 -0.439 0.515
H 2.10469 3.30856 5.74447 0.021 0.231 0.013
H 3.96133 1.55639 5.61904 -0.589 -0.540 -0.077
H 3.34541 -0.01898 4.80696 0.607 1.062 0.625
H 2.49933 0.60372 6.10283 -0.974 -0.077 1.761
H 0.46592 1.11348 3.13750 -0.284 0.100 -0.034
H 0.92900 -0.09645 4.38484 -0.106 0.455 -0.152
H 1.88090 0.06593 2.93446 -0.249 0.192 0.065
H 4.75867 1.78616 2.88033 -0.165 -0.845 -0.437
C -1.14863 2.31894 -7.70003 -0.352 -1.750 1.405
C -0.44394 2.66133 -6.36192 0.053 0.412 -2.221
C -1.25972 3.72209 -5.65867 -0.993 0.143 -0.599
C -0.32304 1.38166 -5.50646 0.362 0.270 -0.957
C 0.84125 1.48831 -4.52410 0.109 0.448 -0.660
C 2.11974 1.92728 -5.28068 -1.591 0.411 0.726
C 1.99160 3.32539 -5.96476 0.789 -2.135 0.520
C 1.91245 4.39360 -4.89046 0.603 1.934 0.245
C 3.27153 3.47530 -6.76534 1.588 -0.521 -0.130
N 0.90476 3.19244 -6.89497 -0.638 -2.076 1.090
O 0.78499 4.36647 -7.60714 -0.801 1.627 0.451
H -2.22040 2.10973 -7.55906 0.263 0.105 0.018
H -1.03881 3.11901 -8.36060 -0.093 1.272 -1.121
H -0.69045 1.42169 -8.13883 -0.042 0.262 0.049
H -2.32534 3.41661 -5.54120 0.729 0.207 -0.176
H -0.87710 3.93471 -4.71634 0.618 -0.033 2.110
H -1.19749 4.70315 -6.11709 -0.221 -0.036 -0.725
H -1.30548 1.24564 -5.05862 -0.002 0.124 0.536
H -0.25151 0.48616 -6.17225 0.515 0.642 0.312
H 0.62158 2.21638 -3.74940 -0.210 -0.058 0.282
H 0.98529 0.52767 -4.06649 0.182 -0.325 0.484
H 2.32337 1.10347 -5.93420 0.411 -0.076 -1.035
H 2.94762 2.02062 -4.61467 0.650 -0.127 0.744
H 1.70260 5.41220 -5.28784 0.232 -0.657 -0.140
H 2.85562 4.49091 -4.32280 -0.026 -0.181 -0.570
H 1.21040 4.29761 -4.08877 -0.878 -0.682 0.187
H 3.49662 2.61333 -7.43949 -0.570 0.483 0.520
H 4.17563 3.57310 -6.12612 -0.642 -0.142 -0.005
H 3.28780 4.35363 -7.36950 -0.223 0.764 -0.506
H 0.81458 4.12465 -8.52111 0.150 -0.332 -0.802
C 5.65842 1.12091 -0.07298 1.268 -2.231 -0.167
C 5.16713 -0.05305 -1.02799 -0.327 1.793 1.483
C 4.36344 0.63297 -2.12297 -0.816 -0.205 -0.102
C 6.32759 -0.77566 -1.65904 -0.411 -0.878 1.151
C 6.92946 -1.90319 -0.77619 0.991 0.126 -2.129
C 5.82227 -2.83056 -0.35582 -0.558 -0.703 0.471
C 4.78582 -2.07285 0.53510 0.085 0.074 -1.164
C 3.62644 -3.03737 0.85710 0.408 0.524 0.828
C 5.48549 -1.60914 1.82610 -1.328 -0.334 0.926
N 4.26399 -0.99473 -0.37478 -1.519 0.045 0.830
O 3.12847 -0.19489 0.22267 1.350 -1.789 -0.813
H 4.84877 1.68642 0.28238 -1.031 0.922 0.172
H 6.22741 0.79171 0.82393 -0.269 -0.106 -0.601
H 6.33928 1.70093 -0.67040 0.138 0.636 -0.157
H 3.61081 1.33973 -1.75707 -0.095 -0.430 0.156
H 4.94671 1.22546 -2.78197 1.109 0.516 -0.527
H 3.91743 -0.13245 -2.76064 -0.292 0.004 0.083
H 5.90883 -1.26046 -2.53251 0.277 -0.098 -0.483
H 7.01270 0.00981 -1.91105 0.718 0.051 -0.457
H 7.69101 -2.37306 -1.47761 -0.848 0.027 1.057
H 7.48745 -1.57497 0.08545 0.202 0.473 0.163
H 6.17640 -3.60275 0.36990 0.016 0.119 -0.978
H 5.34478 -3.28770 -1.27615 0.491 0.280 1.311
H 3.05901 -3.33745 -0.00462 -0.213 0.181 -0.610
H 2.94039 -2.55639 1.57395 0.160 -0.304 -0.188
H 4.03331 -3.96261 1.28826 -0.036 0.301 0.147
H 5.52619 -2.41170 2.57981 -0.400 -0.048 -0.330
H 4.91193 -0.79981 2.29630 0.157 -0.087 -0.058
H 6.50908 -1.33149 1.76245 0.740 0.591 -0.548
H 3.51500 0.35422 0.90917 0.211 0.336 0.600
C -1.75325 -3.74838 -0.44448 -2.079 -0.837 1.310
C -1.70844 -5.29030 -0.20101 0.029 0.123 0.743
C -2.97274 -6.05159 -0.74279 0.767 0.526 -0.133
C -0.38567 -5.85692 -0.80134 -0.863 -0.648 1.022
C 0.93752 -5.62178 0.01662 -2.832 0.100 1.360
C 0.70206 -6.13991 1.44493 -0.807 -0.407 0.504
C -0.53540 -5.42503 2.07899 0.806 -0.781 0.855
C -0.73264 -6.07585 3.49292 0.955 1.071 0.275
C -0.10035 -4.00633 2.39340 0.651 1.028 -0.775
N -1.73857 -5.69022 1.23849 0.906 0.594 1.010
O -2.79601 -4.95526 1.88618 0.321 0.404 -0.653
H -0.83399 -3.37764 -0.80544 0.945 0.287 -0.655
H -2.61433 -3.54515 -1.09203 0.406 0.136 -0.296
H -2.01995 -3.18932 0.47028 0.256 -0.447 -0.268
H -3.02816 -5.92988 -1.81875 -0.191 0.137 -0.319
H -2.91876 -7.12813 -0.54606 0.236 0.233 0.122
H -3.89530 -5.67637 -0.28078 0.304 0.098 -0.180
H -0.63097 -6.94184 -0.77581 0.828 0.294 -0.313
H -0.33471 -5.52973 -1.83759 0.181 0.017 -0.064
H 1.64636 -6.20510 -0.44305 2.016 -1.185 -1.144
H 1.29159 -4.60593 0.12535 -0.232 0.344 -0.614
H 1.50800 -5.90600 2.14875 0.229 0.066 -0.439
H 0.59691 -7.25043 1.53756 -0.196 0.729 -0.492
H -1.43483 -5.65781 4.22094 -0.297 0.473 -0.704
H 0.22202 -6.05507 4.08455 -0.544 -0.213 -0.869
H -1.03006 -7.05843 3.30653 -0.339 -1.902 -0.011
H -0.81003 -3.47275 2.98355 -0.695 0.372 0.562
H 0.14588 -3.33457 1.55214 -0.119 -0.488 -0.010
H 0.82239 -4.07270 2.98905 -0.273 0.021 -0.077
H -3.43077 -5.60994 2.15746 -0.331 -0.591 0.118
C -1.61454 -3.43398 6.25049 -0.403 -0.356 -0.659
C -2.57099 -2.25859 5.94536 1.344 0.905 -0.497
C -3.85933 -2.41587 6.76242 -1.009 0.524 -1.441
C -1.87112 -0.83450 6.34793 0.491 -1.481 -2.517
C -2.64848 0.31564 5.69806 -0.865 -1.049 0.205
C -2.71848 0.10146 4.15215 1.271 -0.138 0.595
C -3.40033 -1.20613 3.69561 -0.053 -1.516 1.046
C -4.89741 -1.09885 3.98000 -0.930 1.397 1.051
C -3.21321 -1.45858 2.16403 -0.242 1.594 0.665
N -2.71942 -2.34551 4.43164 -0.581 0.375 0.078
O -3.42083 -3.61204 4.09627 -0.895 2.505 2.605
H -0.73087 -3.47634 5.57635 -0.590 0.357 0.390
H -1.28500 -3.42256 7.27288 0.206 0.108 0.592
H -2.17235 -4.37421 6.09104 0.253 0.339 0.125
H -3.59578 -2.71449 7.76429 -0.220 -0.215 0.350
H -4.52621 -1.51002 6.77006 1.039 -0.636 0.351
H -4.48499 -3.14761 6.21867 0.341 -0.160 0.689
H -1.76692 -0.79488 7.43987 -0.077 0.097 -0.323
H -0.83378 -0.74934 5.82994 -1.356 -0.601 1.144
H -3.68858 0.31418 6.06542 0.315 0.202 0.072
H -2.17337 1.22726 6.06160 -0.142 0.361 -0.673
H -1.67836 0.13885 3.77927 -0.353 -0.083 -0.089
H -3.26835 0.90463 3.69748 -0.171 0.546 -0.278
H -5.44542 -1.85995 3.48187 -0.438 -0.753 -0.522
H -5.27719 -0.11169 3.61897 0.276 -0.665 -0.045
H -5.25381 -1.12576 5.04825 0.846 -0.042 -1.037
H -3.52568 -0.48461 1.75830 0.447 -0.024 -0.386
H -3.88415 -2.15263 1.63850 0.340 -0.316 0.790
H -2.15238 -1.63754 1.95885 -0.245 -0.017 -0.132
H -2.91158 -3.89992 3.38006 1.342 -0.958 -1.930
C -2.27443 6.07326 1.25591 -0.049 2.381 -0.681
C -3.16099 5.40997 0.21991 1.175 -0.848 -0.607
C -3.67142 6.45482 -0.78228 -1.193 -0.510 0.120
C -2.22527 4.41998 -0.48919 0.150 0.107 -0.082
C -2.90177 3.27793 -1.22065 1.414 0.247 0.193
C -3.74947 2.52229 -0.23374 -0.682 -0.697 -0.694
C -4.80877 3.39986 0.40402 -0.431 2.242 1.867
C -5.81849 3.95877 -0.53705 -0.540 -1.133 -0.854
C -5.52516 2.74266 1.61128 0.830 -1.690 -2.162
N -4.10393 4.62477 0.98716 -0.119 -0.858 0.568
O -4.97479 5.48847 1.71682 -0.673 -0.372 -0.930
H -2.89489 6.77627 1.83536 0.457 0.148 -0.282
H -1.89817 5.38733 1.97390 0.454 -0.857 0.382
H -1.43377 6.61021 0.71483 -0.849 -0.457 0.852
H -4.55311 6.91992 -0.32055 0.160 0.271 -0.500
H -2.92441 7.18883 -0.97037 0.658 0.794 0.277
H -3.90173 6.10497 -1.80331 -0.260 -0.336 0.568
H -1.67480 4.96886 -1.23344 0.513 0.526 -0.198
H -1.51686 4.12323 0.28056 0.182 -0.681 -0.128
H -3.52822 3.78278 -1.96091 -0.033 -0.541 -0.347
H -2.11257 2.64071 -1.73992 -1.250 0.635 0.588
H -3.20040 2.11129 0.60101 0.663 -0.226 0.111
H -4.17239 1.67748 -0.80576 -0.379 0.144 0.596
H -5.30423 4.50950 -1.26385 0.479 1.342 -0.959
H -6.63203 4.51429 -0.10161 -0.133 0.319 0.342
H -6.26661 3.19804 -1.14028 -0.642 -0.892 -0.194
H -5.77647 1.71480 1.19308 -0.081 0.974 0.955
H -6.41429 3.28919 1.86347 -0.280 0.084 0.344
H -4.81804 2.65390 2.42651 -0.085 -0.047 0.307
H -5.68614 5.77710 1.09078 0.687 -0.190 0.565
O 3.90541 -2.86706 -2.97128 0.223 -0.825 -1.310
C 2.69651 -2.90846 -3.72947 0.095 -1.125 0.472
C 1.55843 -3.66081 -3.01918 0.322 3.093 -0.724
O 1.20620 -2.93350 -1.86275 -0.393 0.101 0.862
H 3.70235 -2.61124 -2.08059 -0.476 0.526 0.894
H 2.40918 -1.88109 -3.87584 -0.576 0.463 -0.489
H 2.86038 -3.42200 -4.69044 0.406 0.394 0.257
H 1.82829 -4.63222 -2.74226 0.606 -1.493 0.587
H 0.75281 -3.71504 -3.73962 -0.591 -0.037 -0.196
H 1.07168 -1.94440 -1.96294 0.290 -1.045 -0.542
O -1.19468 -1.87971 -4.36398 0.139 0.076 -0.159
C -2.44918 -2.42759 -4.01394 -0.721 1.213 -0.151
C -2.91606 -3.38509 -5.04711 1.972 -0.594 -1.588
O -2.85996 -2.72701 -6.34514 -1.082 0.240 0.601
H -1.26437 -1.68772 -5.31013 0.154 0.048 -0.040
H -2.34360 -2.85456 -3.04790 0.027 -0.592 0.785
H -3.19341 -1.61087 -3.93466 0.088 -0.149 0.102
H -3.85520 -3.85283 -4.87949 -0.988 -0.149 0.330
H -2.15968 -4.18899 -5.14707 -0.388 0.260 0.115
H -3.66421 -2.16912 -6.40670 0.703 -0.401 -0.096
O -1.62843 0.26830 -2.43557 -0.004 -0.264 1.096
C -1.21702 -0.58246 -1.32804 -1.514 1.196 -0.717
C 0.03024 -0.04831 -0.74269 0.041 0.807 0.196
O 1.07233 -0.25247 -1.71686 0.400 -0.055 0.822
H -1.57642 -0.26874 -3.21924 0.346 -0.321 -0.689
H -2.03008 -0.55804 -0.60323 -0.002 0.204 0.366
H -1.16567 -1.60252 -1.62201 0.437 -0.747 -0.530
H 0.15504 -0.48460 0.25817 0.710 -0.280 -0.310
H -0.20211 1.02741 -0.55811 0.679 -0.365 -0.274
H 1.98259 -0.25258 -1.32927 -1.018 0.316 0.285